Here is a structure of composition C40H76BN6O20V from OMol25. Energies are from ωB97M-V with the def2-TZVPD basis set.

Structure (ORCA input):
```
! RIJCOSX wB97M-V def2-TZVPD def2/J DEFGRID3
* xyz -3 2
O 1.1206 -8.3809 1.1196
V -0.4579 -8.2783 0.7406
O -0.5527 -8.3105 -0.8894
N -3.6720 -7.4927 1.4422
O -3.9770 -8.1817 2.3946
O -2.8727 -7.8353 0.6460
O -4.1974 -6.3677 1.4033
N -1.7147 -7.5427 4.2311
O -0.9369 -7.6213 3.3129
O -1.9755 -8.4925 4.9358
O -2.4059 -6.5521 4.3961
O -2.4894 -4.1156 2.7100
C -1.8508 -3.6795 1.7517
O -1.8777 -2.5419 1.2205
B -1.2082 -2.5430 -0.1567
O -0.8769 -4.0070 -0.4005
C -1.1581 -4.6764 0.7237
O -0.9121 -5.9066 0.8809
O 0.0062 -1.6627 -0.3548
C -0.3131 -0.7827 -1.3862
O 0.3512 0.0898 -1.8969
C -1.7294 -1.1155 -1.7957
O -2.2265 -1.9927 -1.0916
O -2.2200 -0.6694 -2.7993
C 0.4898 4.6464 -1.3799
C 1.5409 3.7371 -0.7871
C 2.1640 2.7459 -1.8547
C 3.1512 3.2752 -2.8959
C 4.2363 4.0262 -2.2108
C 3.7746 5.0659 -1.0389
N 2.6625 4.4562 -0.2188
O 2.2774 5.3302 0.7212
C 5.0780 5.0688 -0.2106
C 3.3323 6.4758 -1.6186
C 0.9259 2.8691 0.3449
H 0.1279 5.3710 -0.6504
H -0.3308 4.1183 -1.8655
H 0.8049 5.1660 -2.2847
H 2.5091 1.8009 -1.4353
H 1.3980 2.3351 -2.5124
H 2.6310 3.8277 -3.6783
H 3.6516 2.4217 -3.3532
H 4.5568 4.6361 -3.0555
H 5.0231 3.2913 -2.0406
H 5.1138 4.0658 0.2146
H 5.8686 5.2318 -0.9430
H 5.0632 5.7894 0.6072
H 4.0410 6.8758 -2.3438
H 2.3295 6.6130 -2.0229
H 3.3509 7.3369 -0.9505
H 1.7120 2.3364 0.8799
H 0.3598 2.0189 -0.0357
H 0.4313 3.3003 1.2153
H 2.8342 5.0838 1.4634
C -3.4781 0.7915 0.4904
C -3.6494 2.3219 0.6350
C -2.8207 3.0377 -0.4674
C -3.7071 3.2403 -1.7134
C -5.2418 3.7079 -1.3465
C -5.9805 2.9366 -0.2210
N -5.0817 2.7036 0.8378
O -5.7779 2.1484 1.9392
C -7.1756 3.8266 0.3382
C -6.6260 1.6113 -0.8758
C -2.8320 2.5869 1.9266
H -3.9127 0.2514 1.3315
H -2.4123 0.5780 0.5712
H -4.0063 0.3671 -0.3634
H -2.5745 4.0056 -0.0308
H -1.8203 2.7142 -0.7549
H -3.9405 2.3351 -2.2740
H -3.2553 3.8484 -2.4971
H -5.8511 3.5200 -2.2306
H -5.1018 4.7352 -1.0100
H -7.8502 4.1730 -0.4447
H -7.7769 3.3501 1.1123
H -6.9130 4.6916 0.9473
H -7.0237 0.9345 -0.1196
H -7.4550 1.7573 -1.5684
H -5.8872 1.0131 -1.4090
H -1.8433 2.1282 1.9304
H -3.3342 2.0797 2.7504
H -2.8839 3.6403 2.2017
H -6.2514 2.9136 2.2736
C -1.1840 -0.4102 3.5452
C 0.2192 -0.4265 4.2134
C 0.4624 1.1232 4.5589
C 1.5055 1.3063 5.6197
C 1.0295 0.5166 6.8748
C 1.0061 -1.0094 6.7014
N 0.1585 -1.2364 5.4661
O -0.0627 -2.5683 5.2323
C 2.4314 -1.5767 6.6060
C 0.3062 -1.6165 7.9493
C 1.3053 -0.8760 3.2707
H -1.8606 -1.2618 3.4732
H -1.0541 -0.2407 2.4763
H -1.8668 0.3146 3.9886
H 0.8927 1.7622 3.7878
H -0.3701 1.7349 4.9066
H 1.4856 2.3865 5.7643
H 2.5298 1.1428 5.2846
H 0.1393 0.9418 7.3384
H 1.7807 0.8210 7.6035
H 3.0033 -1.2727 7.4828
H 2.4957 -2.6540 6.4530
H 2.7982 -1.0803 5.7076
H 0.1934 -2.6958 7.8459
H 0.7405 -1.4313 8.9317
H -0.7530 -1.3625 7.9892
H 0.9792 -1.7254 2.6704
H 2.1587 -1.3313 3.7732
H 1.7286 -0.1097 2.6213
H 0.7873 -2.9420 4.9888
C 3.1170 -0.4537 -6.3951
C 1.9922 -1.3483 -5.6645
C 1.5877 -2.5230 -6.6648
C 2.4893 -3.8208 -6.5133
C 2.4788 -4.2441 -5.0535
C 3.1252 -3.2130 -4.1783
N 2.5544 -1.8185 -4.4019
O 2.7489 -0.9018 -3.3529
C 2.7178 -3.8071 -2.7783
C 4.7090 -3.2450 -4.3975
C 0.7250 -0.4681 -5.3621
H 3.9125 -0.9283 -6.9695
H 3.7590 0.1809 -5.7843
H 2.4795 0.0903 -7.0921
H 0.5189 -2.7370 -6.6691
H 1.6469 -2.1568 -7.6898
H 3.4580 -3.9160 -7.0039
H 1.9337 -4.6361 -6.9764
H 3.0701 -5.1596 -5.0655
H 1.4220 -4.4399 -4.8720
H 2.9423 -4.8684 -2.6724
H 3.3074 -3.4048 -1.9544
H 1.7227 -3.5133 -2.4443
H 5.2101 -2.4836 -3.7998
H 5.1571 -4.2385 -4.3835
H 4.9054 -2.9700 -5.4338
H 0.0816 -0.2799 -6.2217
H 0.7589 0.3350 -4.6259
H 0.1314 -1.1719 -4.7787
H 1.8531 -0.6876 -3.0823
*
```

⟨S²⟩ = 0.76
E_tot = -4371.470142 a.u.
LUMO level (alpha / beta) = 4.17 / 4.17 eV
Orbital gap (alpha / beta) = 3.43 / 3.50 eV
E_HOMO (alpha / beta) = 0.7329 / 0.6655 eV

Here is a structure of composition C40H76Br8F6NiO16S6 from OMol25. Energies are from ωB97M-V with the def2-TZVPD basis set.

Structure (ORCA input):
```
! RIJCOSX wB97M-V def2-TZVPD def2/J DEFGRID3
* xyz 0 3
Ni 4.3789 1.6459 3.5662
C 0.4641 -0.0060 0.0985
O -0.6579 0.6196 0.7871
O 1.6196 0.5707 0.7067
C 0.5075 -1.6482 -0.0232
F 1.7005 -2.2074 -0.3401
F 0.0964 -2.2886 1.1342
F -0.2813 -2.0912 -0.9900
C -1.9132 0.5718 0.0893
C -3.0618 1.3106 0.7017
H -3.0906 1.2401 1.7890
H -2.8995 2.3780 0.5522
H -3.8561 1.0099 0.0184
H -2.1942 -0.4795 0.0272
H -1.8629 0.7716 -0.9811
H 0.4063 0.3142 -0.9418
C 7.0106 -2.6763 4.6865
O 6.6878 -3.7675 3.8349
O 6.3560 -1.5671 4.1011
C 6.9269 -2.8027 6.2286
F 7.6338 -3.8912 6.5928
F 7.3422 -1.6955 6.7756
F 5.6808 -2.9129 6.7113
C 5.4758 -4.4914 3.7542
C 5.5966 -5.4035 2.5734
H 6.4635 -6.0625 2.5250
H 4.8336 -6.1698 2.7102
H 5.6102 -4.9705 1.5731
H 4.5942 -3.9057 3.4938
H 5.2308 -4.9936 4.6901
H 8.0831 -2.5917 4.5112
C -2.2075 -0.8513 6.5089
C -1.4623 -2.0896 5.9170
C -0.1357 -2.2042 6.7459
S 0.4701 -0.4869 6.9004
O 1.2491 -0.0712 5.7494
O 1.0870 -0.2639 8.2297
C -1.1431 0.3017 6.6355
H -2.5191 -1.2730 7.4645
H -3.1500 -0.5643 6.0427
H -1.3125 -1.7455 4.8937
H -2.0585 -2.9663 6.1701
H 0.7093 -2.7700 6.3534
H -0.3481 -2.5850 7.7449
H -1.1610 0.8496 5.6934
H -1.4108 0.9256 7.4881
C 2.8853 5.9032 -4.4244
C 4.0656 6.9436 -4.4545
C 5.2244 6.4031 -5.2018
S 5.2441 4.6451 -4.5863
O 5.9088 4.5699 -3.2703
O 5.6913 3.7469 -5.6723
C 3.4806 4.4655 -4.3259
H 2.5850 5.9494 -5.4712
H 2.0346 6.1507 -3.7894
H 4.2670 7.1256 -3.3989
H 3.7391 7.9068 -4.8466
H 6.2434 6.7753 -5.0957
H 5.0168 6.3111 -6.2679
H 3.2493 3.8356 -3.4669
H 3.1326 3.9276 -5.2078
C 2.6436 -4.2419 -8.0149
C 2.1624 -4.9565 -6.7469
C 0.7454 -4.5326 -6.4491
S 0.7058 -2.6748 -6.8862
O 0.8719 -1.7631 -5.7500
O -0.3667 -2.4728 -7.7880
C 2.3521 -2.7134 -7.7779
H 2.1121 -4.5042 -8.9297
H 3.6927 -4.5299 -8.0831
H 2.8716 -4.7614 -5.9424
H 2.0771 -6.0343 -6.8849
H 0.3794 -4.5801 -5.4235
H 0.0665 -5.0007 -7.1618
H 3.0342 -2.1497 -7.1415
H 2.1541 -2.0448 -8.6157
C 2.1280 8.2048 1.9901
C 0.9257 7.8354 1.1475
C 0.4882 6.3501 1.4749
S 1.0397 6.1381 3.2267
O 1.9386 4.9890 3.3259
O -0.1330 6.1182 4.0901
C 1.9822 7.7285 3.4180
H 2.3111 9.2786 2.0298
H 3.0278 7.8602 1.4805
H 1.0956 8.0800 0.0990
H 0.1854 8.5971 1.3920
H 0.9192 5.5314 0.8986
H -0.5586 6.0735 1.3497
H 2.8981 7.5743 3.9884
H 1.3908 8.4607 3.9677
C 8.5765 -1.7966 -3.8872
C 7.2153 -1.6123 -3.1536
C 7.5141 -1.3567 -1.6349
S 9.2058 -0.7118 -1.5368
O 10.1729 -1.5385 -0.8584
O 9.0259 0.7219 -1.1814
C 9.4458 -0.6869 -3.4389
H 8.4591 -1.9038 -4.9656
H 8.9482 -2.7980 -3.6701
H 6.5777 -2.4859 -3.2893
H 6.6089 -0.7704 -3.4876
H 7.4765 -2.3023 -1.0942
H 6.7850 -0.7484 -1.0998
H 10.4962 -0.8402 -3.6865
H 9.0704 0.2906 -3.7416
C -11.0047 0.1834 0.8981
C -11.7229 -0.9197 0.1676
C -11.2749 -2.2572 0.8203
S -9.6657 -2.0568 1.7210
O -8.6080 -2.8611 1.1004
O -9.9319 -2.1747 3.1535
C -9.5359 -0.2329 1.2803
H -11.6059 0.4453 1.7688
H -10.9946 1.0874 0.2892
H -11.3906 -0.9723 -0.8691
H -12.8071 -0.8273 0.2309
H -11.1986 -3.0519 0.0782
H -11.9656 -2.6767 1.5517
H -9.0431 -0.2653 0.3086
H -8.9140 0.2480 2.0355
Br -5.5823 -5.9163 -5.1464
C -4.7449 -4.9992 -3.5180
C -4.9884 -3.5223 -3.7043
Br -6.8609 -3.0780 -3.4351
H -3.7148 -5.3553 -3.5319
H -5.2760 -5.4704 -2.6909
H -4.7646 -3.0269 -4.6491
H -4.3530 -3.0326 -2.9663
Br -7.1463 3.3921 -3.6926
C -5.2439 3.6142 -4.2513
C -4.7440 2.6603 -5.4046
Br -6.0041 2.6341 -6.9261
H -4.5595 3.5785 -3.4037
H -5.1310 4.6304 -4.6289
H -4.5864 1.6121 -5.1504
H -3.7138 2.9116 -5.6570
Br -7.7258 6.0788 4.9481
C -6.4697 5.3056 6.2930
C -7.0698 5.0462 7.6705
Br -6.2751 3.4149 8.5523
H -5.6435 6.0069 6.1756
H -6.1665 4.3544 5.8555
H -8.1300 4.8349 7.5314
H -6.9757 5.9579 8.2606
Br -2.4947 -5.9877 1.3916
C -1.3122 -7.3345 2.3519
C -0.5506 -7.9406 1.0938
Br 0.5684 -9.4429 1.7585
H -1.8760 -8.1636 2.7793
H -0.5365 -6.8214 2.9204
H 0.0556 -7.1782 0.6044
H -1.2960 -8.4261 0.4639
*
```

⟨S²⟩ = 2.01
E_tot = -27861.708090 a.u.
LUMO level (alpha / beta) = -3.05 / -3.06 eV
Orbital gap (alpha / beta) = 3.48 / 3.39 eV
E_HOMO (alpha / beta) = -6.5356 / -6.4459 eV

Here is a cluster of 11 separate species, C40H76Cl2O30 in total from OMol25. Energies are from ωB97M-V with the def2-TZVPD basis set.

Structure (ORCA input):
```
! RIJCOSX wB97M-V def2-TZVPD def2/J DEFGRID3
* xyz 0 1
C -25.6627 12.8615 21.6169
C -25.4977 14.0798 22.4919
O -24.1747 14.4983 22.7609
C -23.6177 15.2043 21.8020
O -23.9647 15.2889 20.6732
O -22.5689 15.8442 22.3019
C -21.7457 16.6329 21.4112
H -24.8794 12.1291 21.7951
H -25.6757 13.1253 20.5562
H -26.6425 12.4050 21.7624
H -25.9024 13.7639 23.4543
H -26.1313 14.9106 22.1898
H -22.2250 17.5218 21.0184
H -21.2554 16.0006 20.6774
H -21.0413 16.9839 22.1683
C -17.7562 13.1731 16.0390
C -16.4385 13.2621 15.2937
O -15.4908 14.1390 15.9214
C -14.7861 13.7293 16.9569
O -13.8667 14.3100 17.3508
O -15.1504 12.5319 17.3904
C -14.5287 12.0996 18.6259
H -18.3101 14.1123 15.9928
H -17.6877 12.8609 17.0754
H -18.3502 12.4317 15.4888
H -16.6442 13.6638 14.3006
H -16.0166 12.2808 15.0628
H -13.8297 11.3198 18.3291
H -15.3392 11.8389 19.3033
H -13.9538 12.8614 19.1528
C -24.2673 18.2927 19.1474
C -22.9643 18.4180 18.3610
O -22.8254 17.3521 17.4303
C -21.7921 16.5353 17.5565
O -20.7724 16.7816 18.0836
O -21.9884 15.4237 16.8918
C -23.0519 15.3076 15.9681
H -24.1895 17.6886 20.0452
H -24.9527 17.7063 18.5275
H -24.6719 19.2848 19.3213
H -22.1721 18.4704 19.1079
H -22.9238 19.3481 17.7995
H -23.9991 15.1243 16.4687
H -22.8327 14.4104 15.3873
H -23.0472 16.1355 15.2642
C -17.6039 19.2747 19.3774
C -18.4422 19.3835 18.1445
O -19.0045 20.6995 17.9965
C -20.0331 20.9996 18.7868
O -20.4952 20.3065 19.6695
O -20.4413 22.2422 18.4777
C -21.0488 23.0205 19.4732
H -17.1744 18.2890 19.5350
H -18.2489 19.4159 20.2547
H -16.9161 20.1161 19.4079
H -19.2906 18.6888 18.1553
H -17.9058 19.1408 17.2296
H -22.0764 22.6678 19.6075
H -21.0558 24.0751 19.2287
H -20.5760 22.9250 20.4550
C -19.7920 19.7065 22.9593
C -18.5943 19.5181 23.8589
O -18.2063 20.7573 24.4311
C -17.3705 20.7349 25.4560
O -16.9395 19.7590 25.9622
O -17.0872 21.9793 25.8142
C -16.1780 22.1872 26.9123
H -19.5205 20.4780 22.2276
H -20.6263 20.1192 23.5217
H -19.9782 18.8156 22.3724
H -17.7597 19.0849 23.3046
H -18.8072 18.8229 24.6754
H -15.4082 21.4255 26.9601
H -16.7601 22.2235 27.8342
H -15.7718 23.1800 26.7397
C -15.6502 12.6910 22.7551
C -14.6629 12.8461 23.8936
O -14.5007 11.6067 24.5244
C -15.0932 11.3810 25.6881
O -15.5847 12.2294 26.3565
O -14.9924 10.1052 25.9190
C -15.4545 9.5803 27.1558
H -15.6352 13.5457 22.0823
H -16.6734 12.6669 23.1601
H -15.5869 11.7242 22.2522
H -15.0498 13.6120 24.5613
H -13.7236 13.1926 23.4736
H -16.1907 10.2615 27.5790
H -14.5944 9.4807 27.8105
H -15.9035 8.6182 26.9456
C -6.2154 16.9890 20.1303
C -7.2959 16.6494 19.1216
O -8.5701 16.6398 19.7428
C -9.5815 16.4266 18.9478
O -9.5160 16.2952 17.7946
O -10.6269 16.4074 19.6777
C -11.8651 16.0586 19.0797
H -6.1855 18.0176 20.4813
H -5.2711 16.7204 19.6617
H -6.3965 16.3731 21.0173
H -7.1042 15.6546 18.7172
H -7.2524 17.3699 18.3010
H -11.8515 14.9801 18.9465
H -12.0088 16.5878 18.1432
H -12.7175 16.2829 19.7090
C -14.1836 18.9502 18.5627
C -14.0174 18.8890 17.0737
O -15.3280 18.5126 16.5819
C -15.5010 18.3973 15.2653
O -14.7327 18.8063 14.4393
O -16.6733 17.8181 15.0418
C -17.0710 17.6291 13.6505
H -13.2083 19.0220 19.0648
H -14.5951 18.0578 19.0419
H -14.7517 19.8090 18.9172
H -13.3914 18.0465 16.7766
H -13.6410 19.8477 16.7277
H -16.9518 18.5752 13.1237
H -18.0570 17.1948 13.5836
H -16.3462 16.9134 13.2378
O -18.1441 12.3680 19.4618
C -18.3892 11.3249 19.9654
O -19.4006 11.0786 20.8282
C -19.6482 9.6514 20.9386
C -18.3507 9.0356 20.3298
O -17.7543 10.1708 19.6798
H -19.6405 9.4374 22.0124
H -20.5912 9.4136 20.4509
H -18.6892 8.3539 19.5472
H -17.6847 8.5448 21.0286
O -14.9136 15.5582 20.4390
C -16.0558 15.5590 20.1703
O -16.5561 15.4641 18.9299
C -17.9505 15.5727 18.8966
C -18.3058 15.8921 20.3931
O -17.0631 15.8869 21.0370
H -18.2473 16.3183 18.1644
H -18.5023 14.6716 18.6417
H -19.0409 15.1586 20.7326
H -18.8351 16.8472 20.4843
Cl -14.9422 16.5245 23.9719
C -15.0258 18.2668 23.7064
C -15.1350 18.6097 22.2444
Cl -15.2724 20.3850 22.0590
H -14.1931 18.7744 24.1846
H -15.9105 18.6796 24.1825
H -16.0739 18.2277 21.8512
H -14.3243 18.2269 21.6341
*
```

Structure (SMILES) = CCOC(=O)OC.CCOC(=O)OC.CCOC(=O)OC.CCOC(=O)OC.CCOC(=O)OC.CCOC(=O)OC.CCOC(=O)OC.CCOC(=O)OC.O=C1OCCO1.O=C1OCCO1.ClCCCl
E_tot = -4747.372017 a.u.
LUMO level = 0.21 eV
Orbital gap = 10.37 eV
E_HOMO = -10.1666 eV